(1)
This record from the Open Molecules 2025 dataset describes an isolated molecule of C2H3NO3 in a non-equilibrium geometry. The level of theory is ωB97M-V/def2-TZVPD.

XYZ file:
```
9
Properties=species:S:1:pos:R:3:forces:R:3:lowdin_charge:R:1
C -0.253 -0.566 -0.323 -0.9 -0.4 2.9 -0.06
C 1.063 0.155 -0.134 -1.7 3.4 1.6 -0.51
H -3.021 0.641 0.414 2.1 -3.4 -1.2 0.21
H -0.114 -1.730 0.145 -1.5 2.8 -1.9 0.17
H 1.545 -1.604 0.527 2.0 3.0 -1.9 0.17
N -1.251 0.264 -0.123 2.8 -1.2 -1.1 -0.04
O -2.435 -0.237 0.133 -3.4 2.4 1.5 -0.05
O 2.033 -0.741 0.099 -0.7 -2.2 1.6 0.04
O 1.088 1.392 0.083 1.3 -4.3 -1.5 0.06
```
Positions in Å, forces in eV/Å.

The calculation puts the LUMO energy at 0.0 eV. For the orbital gap, the calculation gives 0.378 Ha. As for the HOMO energy: -10.299 eV. The calculation puts the strongest force on any atom at 0.09182 Eh/bohr. Its SMILES is O=C(O)/C=N/O.


(2)
This record from the Open Molecules 2025 dataset describes an isolated molecule of C2H3NO3 in a non-equilibrium geometry. The level of theory is ωB97M-V/def2-TZVPD.

XYZ file:
```
9
Properties=species:S:1:pos:R:3:forces:R:3:lowdin_charge:R:1
C 0.578 0.255 0.405 0.9 -0.7 2.8 -0.50
C -0.721 -0.529 0.371 1.2 0.7 -0.2 -0.36
N 0.777 0.800 -0.779 -0.1 0.8 -3.0 0.16
O 1.208 0.494 1.440 -0.8 -0.6 -1.6 0.07
O -0.985 -1.674 -0.356 0.3 -0.1 -1.1 0.08
O -1.092 -1.585 1.083 0.1 -1.5 2.0 0.11
H -1.418 0.228 0.316 -2.3 1.5 -0.3 0.13
H 0.044 0.609 -1.534 2.0 0.6 1.3 0.16
H 1.609 1.402 -0.946 -1.3 -0.7 0.1 0.15
```
Positions in Å, forces in eV/Å.

The calculation puts the LUMO energy at 0.5 eV. For the orbital gap, the calculation gives 0.398 Ha. As for the HOMO energy: -10.371 eV. The calculation puts the strongest force on any atom at 0.06139 Eh/bohr. Its SMILES is NC(=O)C1OO1.


Q: Among the records above, which one has the lowest strongest force on any atom?
A: number 2